(1)
The ion C7H15N3OPS with charge +1, computed with ωB97M-V/def2-TZVPD.

Cartesian coordinates (Å):
C1 2.267 -3.125 0.210
P1 1.939 -1.245 0.326
N1 2.744 -0.583 -1.030
N2 3.592 0.230 -1.282
N3 4.191 1.192 -0.652
S1 3.907 1.816 0.911
O1 0.413 -1.228 0.013
C2 -0.476 -0.170 -0.405
C3 -1.918 -0.672 -0.573
C4 -2.976 0.358 -0.462
C5 -2.880 1.288 0.702
C6 -1.491 1.974 0.663
C7 -0.453 0.837 0.783
H1 1.420 -3.446 -0.526
H2 3.285 -3.137 -0.278
H3 2.310 -3.792 1.007
H4 4.733 1.876 -1.178
H5 -0.188 0.361 -1.279
H6 -2.014 -1.406 0.283
H7 -2.081 -1.327 -1.459
H8 -4.021 -0.184 -0.476
H9 -3.177 0.918 -1.524
H10 -3.615 2.068 0.487
H11 -2.908 0.739 1.734
H12 -1.300 2.537 -0.253
H13 -1.195 2.551 1.630
H14 0.541 1.235 0.951
H15 -0.649 0.333 1.677

Forces on atoms 1 to 3 (eV/Å):
C -0.2 1.7 -3.6
P 0.1 -0.8 -0.8
N -0.3 -0.3 1.4

Results
- SMILES = CP(/N=N\[NH+]=S)OC1CCCCC1
- total charge = +1
- LUMO (alpha / beta) (eV) = -7.32 / -6.99
- highest occupied orbital energy (alpha / beta) (eV) = -12.33 / -12.32
- frontier orbital gap (alpha / beta) (eV) = 5.013 / 5.324



(2)
A cluster of 4 separate species, C2H13N2O3 in total, computed with ωB97M-V/def2-TZVPD.

Cartesian coordinates (Å):
C1 -0.201 -2.043 0.251
N1 0.483 -1.073 -0.578
C2 -0.249 -0.341 -1.593
N2 -1.431 0.149 -1.130
H1 0.541 -2.622 0.759
H2 -0.879 -1.589 0.957
H3 -0.796 -2.704 -0.406
H4 1.079 -0.485 0.018
H5 0.425 0.413 -2.025
H6 -0.489 -1.032 -2.405
H7 -2.074 0.467 -1.854
H8 -1.033 2.241 1.467
H9 1.254 0.105 3.080
O1 0.907 -0.125 2.202
H10 2.002 2.320 -0.689
H11 0.665 1.804 0.036
O2 1.396 1.579 -0.615
H12 -1.270 0.864 -0.377
H13 0.272 0.571 1.938
O3 -0.602 1.504 0.962

Forces on atoms 1 to 3 (eV/Å):
C -0.4 -0.5 -1.7
N -2.0 0.6 1.1
C 0.8 -0.6 0.2

Results
- total charge = +1
- LUMO (eV) = -9.57
- highest occupied orbital energy (eV) = -14.67
- frontier orbital gap (eV) = 5.106



(3)
A structure of composition C12H17N5O10P2Ru, computed with ωB97M-V/def2-TZVPD.

Cartesian coordinates (Å):
Ru1 0.428 -0.323 -0.239
N1 4.396 -1.399 -2.540
C1 3.134 -1.875 -1.853
C2 3.250 -3.368 -1.610
P1 3.139 -0.959 -0.202
O1 2.623 0.545 -0.578
O2 4.555 -1.005 0.186
O3 1.959 -1.421 0.642
P2 1.544 -1.542 -3.025
O4 1.820 0.019 -3.178
O5 0.588 -1.875 -1.705
O6 -0.118 -1.638 -3.041
H1 5.099 -1.255 -1.788
H2 4.264 -0.514 -3.037
H3 4.758 -2.096 -3.195
H4 4.109 -3.580 -0.966
H5 3.364 -3.919 -2.545
H6 2.360 -3.731 -1.100
H7 3.255 1.233 -0.314
H8 1.090 0.574 -3.503
O7 -4.966 1.549 -0.220
C3 -4.749 0.534 0.604
O8 -5.450 0.286 1.542
C4 -3.533 -0.313 0.365
C5 -3.305 -1.522 1.012
N2 -2.046 -1.895 0.755
N3 -1.445 -1.016 -0.066
C6 -2.336 -0.046 -0.288
C7 -1.822 1.065 -1.158
O9 -2.507 1.956 -1.581
O10 -0.521 0.911 -1.424
H9 -4.241 1.683 -0.860
H10 -3.972 -2.121 1.613
H11 -1.587 -2.758 1.008
N4 -2.130 3.579 3.609
C8 -1.387 2.748 2.889
C9 -0.582 3.205 1.816
C10 0.097 2.306 1.054
N5 0.057 0.964 1.269
C11 -0.654 0.530 2.349
C12 -1.356 1.357 3.166
H12 -2.158 4.566 3.411
H13 -2.719 3.244 4.355
H14 -0.509 4.259 1.587
H15 0.689 2.638 0.213
H16 -0.602 -0.530 2.555
H17 -1.883 0.949 4.019

Forces on atoms 1 to 3 (eV/Å):
Ru 0.8 0.7 -0.8
N 0.1 -0.1 0.0
C 0.0 0.1 -0.1

Results
- total charge = +2
- LUMO (alpha / beta) (eV) = -10.29 / -10.36
- highest occupied orbital energy (alpha / beta) (eV) = -14.29 / -14.18
- frontier orbital gap (alpha / beta) (eV) = 4.006 / 3.822



(4)
An isolated molecule of C4H10N4, computed with ωB97M-V/def2-TZVPD.

Cartesian coordinates (Å):
C1 1.509 -1.698 -0.424
N1 0.626 -0.935 0.447
C2 0.489 0.416 0.186
C3 1.601 1.405 0.091
C4 -0.852 0.540 -0.076
N2 -1.755 1.597 0.038
N3 -1.256 -0.794 -0.202
N4 -2.402 -1.107 0.430
H1 1.456 -1.414 -1.483
H2 1.258 -2.756 -0.326
H3 2.546 -1.577 -0.086
H4 2.290 1.334 0.938
H5 2.179 1.254 -0.827
H6 1.203 2.422 0.076
H7 -1.324 2.476 0.281
H8 -2.392 1.685 -0.745
H9 -2.666 -2.072 0.298
H10 -2.509 -0.774 1.385

Forces on atoms 1 to 3 (eV/Å):
C 0.4 0.2 0.3
N -1.2 -0.4 -0.3
C -0.6 0.2 -0.5

Results
- SMILES = C/N=C(C)/C(N)=N/N
- LUMO (eV) = 1.03
- highest occupied orbital energy (eV) = -7.12
- frontier orbital gap (eV) = 8.151



(5)
A structure of composition C15H26NO2PRe, computed with ωB97M-V/def2-TZVPD.

Cartesian coordinates (Å):
C1 0.583 3.097 -2.323
C2 -0.692 2.590 -2.071
C3 -0.888 1.556 -1.144
C4 0.237 1.066 -0.434
C5 1.542 1.565 -0.714
C6 1.698 2.610 -1.633
C7 -2.261 1.051 -0.863
C8 -2.404 -0.416 -0.384
N1 -2.478 -1.339 -1.463
Re1 0.013 -0.026 1.287
C9 2.686 0.919 -0.007
P1 1.996 -0.760 0.576
H1 -1.568 2.972 -2.593
H2 2.703 2.998 -1.820
H3 0.707 3.876 -3.067
H4 3.037 1.482 0.880
H5 3.547 0.702 -0.653
H6 -2.723 1.649 -0.060
H7 -2.874 1.188 -1.766
H8 -1.577 -0.689 0.398
C10 3.327 -1.601 1.459
C11 2.069 -1.628 -1.040
H9 -3.364 -0.542 0.150
C12 -1.446 -1.371 -2.461
C13 -3.121 -2.609 -1.221
H10 1.211 -0.183 2.492
H11 -1.815 -1.959 -3.314
H12 -1.185 -0.358 -2.794
H13 -0.523 -1.856 -2.090
H14 -3.348 -3.090 -2.185
H15 -2.478 -3.295 -0.640
H16 -4.053 -2.448 -0.663
H17 3.111 -1.644 -1.375
H18 1.694 -2.647 -0.893
H19 1.454 -1.129 -1.800
H20 4.261 -1.516 0.896
H21 3.435 -1.171 2.457
H22 3.031 -2.650 1.560
H23 -0.342 -1.642 1.415
C14 -0.168 0.624 4.743
O1 -0.998 1.467 3.887
C15 -0.846 1.483 2.536
O2 -1.282 2.401 1.843
H24 -0.311 1.000 5.757
H25 0.897 0.699 4.457
H26 -0.494 -0.427 4.679

Forces on atoms 1 to 3 (eV/Å):
C 0.3 -0.1 0.3
C -0.1 -0.7 0.4
C 1.0 0.2 0.1

Results
- total charge = +2
- LUMO (alpha / beta) (eV) = -7.95 / -10.53
- ⟨S²⟩ = 3.7763
- highest occupied orbital energy (alpha / beta) (eV) = -14.59 / -15.30
- spin multiplicity = 4
- frontier orbital gap (alpha / beta) (eV) = 6.638 / 4.764



(6)
An isolated molecule of C9H15O3P, computed with ωB97M-V/def2-TZVPD.

Cartesian coordinates (Å):
C1 2.086 -1.215 -0.980
C2 1.793 -2.003 0.279
C3 -1.722 0.127 -0.664
C4 0.899 0.731 -0.252
C5 -3.213 -1.175 0.791
C6 1.903 2.938 -0.264
C7 0.505 -2.430 0.338
C8 -3.106 -0.035 -0.185
C9 2.037 1.559 0.380
O1 -1.325 0.370 -1.776
O2 1.053 -0.214 -1.180
O3 -1.017 1.640 1.547
P1 -0.553 0.449 0.825
H1 3.110 -0.811 -0.986
H2 1.921 -1.868 -1.881
H3 2.388 -1.714 1.187
H4 -4.210 -1.271 1.206
H5 -3.148 -2.062 0.186
H6 -2.434 -1.209 1.413
H7 0.770 3.072 -0.244
H8 2.079 2.981 -1.313
H9 2.397 3.850 0.178
H10 -0.074 -2.710 1.128
H11 -0.076 -2.423 -0.582
H12 -3.868 -0.132 -1.102
H13 -3.258 0.930 0.307
H14 2.969 1.106 0.122
H15 2.093 1.520 1.521

Forces on atoms 1 to 3 (eV/Å):
C 0.7 -1.7 -1.0
C -1.7 1.2 0.7
C 0.6 1.0 -0.6

Results
- LUMO (alpha / beta) (eV) = -0.50 / -0.77
- highest occupied orbital energy (alpha / beta) (eV) = -7.78 / -7.78
- frontier orbital gap (alpha / beta) (eV) = 7.282 / 7.016



Please write out number 1 again, unchanged.
The ion C7H15N3OPS with charge +1, computed with ωB97M-V/def2-TZVPD.

Cartesian coordinates (Å):
C1 2.267 -3.125 0.210
P1 1.939 -1.245 0.326
N1 2.744 -0.583 -1.030
N2 3.592 0.230 -1.282
N3 4.191 1.192 -0.652
S1 3.907 1.816 0.911
O1 0.413 -1.228 0.013
C2 -0.476 -0.170 -0.405
C3 -1.918 -0.672 -0.573
C4 -2.976 0.358 -0.462
C5 -2.880 1.288 0.702
C6 -1.491 1.974 0.663
C7 -0.453 0.837 0.783
H1 1.420 -3.446 -0.526
H2 3.285 -3.137 -0.278
H3 2.310 -3.792 1.007
H4 4.733 1.876 -1.178
H5 -0.188 0.361 -1.279
H6 -2.014 -1.406 0.283
H7 -2.081 -1.327 -1.459
H8 -4.021 -0.184 -0.476
H9 -3.177 0.918 -1.524
H10 -3.615 2.068 0.487
H11 -2.908 0.739 1.734
H12 -1.300 2.537 -0.253
H13 -1.195 2.551 1.630
H14 0.541 1.235 0.951
H15 -0.649 0.333 1.677

Forces on atoms 1 to 3 (eV/Å):
C -0.2 1.7 -3.6
P 0.1 -0.8 -0.8
N -0.3 -0.3 1.4

Results
- SMILES = CP(/N=N\[NH+]=S)OC1CCCCC1
- total charge = +1
- LUMO (alpha / beta) (eV) = -7.32 / -6.99
- highest occupied orbital energy (alpha / beta) (eV) = -12.33 / -12.32
- frontier orbital gap (alpha / beta) (eV) = 5.013 / 5.324



Copy entry 5 word for word.
A structure of composition C15H26NO2PRe, computed with ωB97M-V/def2-TZVPD.

Cartesian coordinates (Å):
C1 0.583 3.097 -2.323
C2 -0.692 2.590 -2.071
C3 -0.888 1.556 -1.144
C4 0.237 1.066 -0.434
C5 1.542 1.565 -0.714
C6 1.698 2.610 -1.633
C7 -2.261 1.051 -0.863
C8 -2.404 -0.416 -0.384
N1 -2.478 -1.339 -1.463
Re1 0.013 -0.026 1.287
C9 2.686 0.919 -0.007
P1 1.996 -0.760 0.576
H1 -1.568 2.972 -2.593
H2 2.703 2.998 -1.820
H3 0.707 3.876 -3.067
H4 3.037 1.482 0.880
H5 3.547 0.702 -0.653
H6 -2.723 1.649 -0.060
H7 -2.874 1.188 -1.766
H8 -1.577 -0.689 0.398
C10 3.327 -1.601 1.459
C11 2.069 -1.628 -1.040
H9 -3.364 -0.542 0.150
C12 -1.446 -1.371 -2.461
C13 -3.121 -2.609 -1.221
H10 1.211 -0.183 2.492
H11 -1.815 -1.959 -3.314
H12 -1.185 -0.358 -2.794
H13 -0.523 -1.856 -2.090
H14 -3.348 -3.090 -2.185
H15 -2.478 -3.295 -0.640
H16 -4.053 -2.448 -0.663
H17 3.111 -1.644 -1.375
H18 1.694 -2.647 -0.893
H19 1.454 -1.129 -1.800
H20 4.261 -1.516 0.896
H21 3.435 -1.171 2.457
H22 3.031 -2.650 1.560
H23 -0.342 -1.642 1.415
C14 -0.168 0.624 4.743
O1 -0.998 1.467 3.887
C15 -0.846 1.483 2.536
O2 -1.282 2.401 1.843
H24 -0.311 1.000 5.757
H25 0.897 0.699 4.457
H26 -0.494 -0.427 4.679

Forces on atoms 1 to 3 (eV/Å):
C 0.3 -0.1 0.3
C -0.1 -0.7 0.4
C 1.0 0.2 0.1

Results
- total charge = +2
- LUMO (alpha / beta) (eV) = -7.95 / -10.53
- ⟨S²⟩ = 3.7763
- highest occupied orbital energy (alpha / beta) (eV) = -14.59 / -15.30
- spin multiplicity = 4
- frontier orbital gap (alpha / beta) (eV) = 6.638 / 4.764



- Number 5 is which compound?
  C15H26NO2PRe